[1]
{"formula": "C4H6N2O2", "method": "the ωB97M-V functional and the def2-TZVPD basis", "homo_ev": -9.316, "e_lumo_ev": 0.181, "homo_lumo_gap_ev": 9.4969, "species": ["H", "H", "C", "H", "N", "N", "C", "C", "O", "C", "H", "H", "H", "O"], "positions_angstrom": [[-1.690498, 0.283411, 1.291584], [0.707140, -0.983920, -1.581841], [-0.621468, 0.626970, 1.248026], [-0.803703, 1.437069, -1.024417], [1.515984, -0.680181, 0.524542], [3.185180, -0.023591, -0.047390], [0.645700, -1.231013, -0.473802], [-0.225231, 1.298760, -0.107154], [3.130814, 0.764759, -0.931305], [0.419470, 0.066332, 0.262152], [0.300894, 2.273450, 0.183449], [-0.321457, 1.009647, 2.250477], [0.423838, -2.180432, -0.113010], [4.051970, -0.552171, 0.545285]], "atomic_forces_ev_per_a": [[1.39, -0.34, -0.22], [0.43, -0.69, 1.43], [-1.43, -0.44, -0.96], [-0.23, -0.50, 0.60], [4.91, 1.06, -0.07], [-3.54, -1.31, 0.52], [0.22, 2.04, -1.63], [1.36, 3.61, 1.54], [0.47, 0.35, -0.19], [-3.02, -1.05, 1.33], [-0.29, -1.46, -0.96], [0.23, 0.13, -1.30], [-1.22, -1.59, -0.14], [0.72, 0.19, 0.04]]}

[2]
{"formula": "C4H6N2O2", "method": "the ωB97M-V functional and the def2-TZVPD basis", "homo_ev": -8.687, "e_lumo_ev": 0.536, "homo_lumo_gap_ev": 9.2232, "species": ["H", "C", "C", "H", "C", "N", "H", "N", "H", "C", "O", "O", "H", "H"], "positions_angstrom": [[1.701432, -0.194410, -1.411268], [-0.046114, -0.307732, 0.250191], [1.362386, 0.200067, 0.448253], [-1.932670, 2.356540, 0.194063], [-1.814283, -1.435834, -0.018597], [-0.529249, -1.610328, 0.257676], [1.737588, -0.012385, 1.684099], [2.134585, -0.453938, -0.528756], [3.162391, 0.023502, -0.558861], [-1.050124, 0.545918, -0.088658], [-2.290304, -0.164254, -0.252879], [-1.108922, 1.920532, -0.059942], [1.244602, 1.412472, 0.388723], [-2.571319, -2.280148, -0.304040]], "atomic_forces_ev_per_a": [[0.27, -0.26, -0.23], [-0.48, 1.76, 0.03], [-1.24, 1.87, 4.32], [-0.11, -0.87, 0.01], [-0.53, -2.56, -0.91], [-2.69, 0.89, -0.65], [-0.90, 0.38, -3.80], [4.48, 1.54, -0.81], [-3.09, -1.60, 0.00], [-2.23, 0.88, 0.96], [3.57, -0.22, 0.63], [0.74, -0.87, -0.61], [0.58, -2.73, 0.10], [1.63, 1.79, 0.96]]}

[3]
{"formula": "C4H6N2O2", "method": "the ωB97M-V functional and the def2-TZVPD basis", "spin_multiplicity": 3, "homo_ev": [-5.029, -9.499], "e_lumo_ev": [0.631, -1.472], "homo_lumo_gap_ev": [5.6593, 8.0270], "species": ["C", "H", "C", "N", "N", "O", "O", "H", "C", "H", "H", "C", "H", "H"], "positions_angstrom": [[-1.098514, -1.152668, 0.504856], [-0.958132, -2.015864, 1.180059], [-0.489813, 0.017515, 0.621258], [-1.748810, -1.492307, -0.629226], [-0.752543, 0.928277, -0.433285], [3.044336, 0.609495, -0.571274], [2.319333, -0.745768, 1.133214], [-1.939615, -2.473454, -0.836844], [0.036146, 2.003129, -0.441468], [-0.085272, 2.777700, -1.227355], [-2.033282, -0.697049, -1.208278], [2.730653, -0.074465, 0.297910], [0.129586, 0.246263, 1.389794], [0.845926, 2.069199, 0.220638]], "atomic_forces_ev_per_a": [[-1.60, -6.00, 0.15], [0.13, 0.86, -0.16], [-1.50, 6.10, -5.48], [-0.36, 0.29, 0.02], [-0.39, -4.68, 3.03], [0.69, 0.43, -0.51], [-0.02, -0.95, 1.23], [-0.15, 0.94, 0.04], [0.39, 2.82, -1.35], [0.00, -0.66, 0.76], [0.28, -0.69, -0.10], [-0.41, 0.43, -0.77], [1.71, 0.81, 2.35], [1.24, 0.30, 0.78]]}

[4]
{"formula": "C4H6N2O2S2", "method": "the ωB97M-V functional and the def2-TZVPD basis", "homo_ev": -8.740, "e_lumo_ev": -0.694, "homo_lumo_gap_ev": 8.0461, "species": ["C", "C", "H", "S", "O", "H", "C", "H", "S", "N", "N", "H", "O", "C", "H", "H"], "positions_angstrom": [[-2.366787, 1.407296, -0.540493], [1.337064, -1.499823, 1.386431], [1.148058, -2.056312, 0.534843], [-0.344723, 2.867672, 2.909732], [-0.392447, 1.666064, 3.741762], [-3.219015, 1.121624, -2.293863], [0.003197, 0.664888, 0.684380], [-0.617179, -0.015304, 0.134272], [1.691063, 0.207087, 0.789998], [-3.177056, 0.816443, -1.255056], [-0.523629, 1.812558, 0.966701], [2.150469, -1.884247, 1.969964], [-1.534061, 3.716878, 2.842260], [-1.733604, 2.101375, 0.402416], [0.489262, -1.256200, 2.113122], [-2.293164, 2.964145, 0.882822]], "atomic_forces_ev_per_a": [[-1.04, 0.29, -0.03], [-0.98, 2.63, 2.24], [-0.79, -1.48, -1.22], [0.30, 0.47, 1.78], [-0.42, 1.08, -0.89], [0.24, -0.59, 2.07], [0.36, 1.31, -0.21], [-0.33, -0.82, -0.21], [-0.32, 0.38, 0.74], [0.83, 0.98, -1.55], [1.68, -1.57, -0.86], [0.54, -0.06, 0.07], [0.73, -1.17, -0.10], [-2.39, 0.95, 0.10], [0.96, -1.24, -1.16], [0.63, -1.14, -0.78]]}

[5]
{"formula": "C4H6N2O3", "method": "the ωB97M-V functional and the def2-TZVPD basis", "homo_ev": -8.765, "e_lumo_ev": -0.153, "homo_lumo_gap_ev": 8.6123, "species": ["C", "O", "H", "H", "O", "H", "C", "C", "O", "H", "C", "H", "N", "N", "H"], "positions_angstrom": [[-1.551120, -0.795817, 0.739458], [1.288243, 1.109590, -0.759316], [-2.345272, -0.356969, 1.551333], [-1.084145, -1.737409, 1.142680], [1.097794, -1.617876, 1.247357], [2.935971, -1.357797, 0.505110], [0.853185, -0.452034, 0.889046], [-0.166278, 0.902578, -0.617096], [2.986185, -0.125994, 0.116891], [-2.295430, -1.017318, -0.092440], [-0.380107, -0.015448, 0.281343], [-0.296731, 2.164837, -2.109937], [-0.819361, 1.592538, -1.481188], [1.791070, 0.454406, 0.494293], [-2.014005, 1.252713, -1.907536]], "atomic_forces_ev_per_a": [[-3.25, -0.32, 0.56], [-2.34, -0.73, 2.22], [2.44, -0.60, -1.53], [-1.07, 0.73, -0.38], [0.66, 1.84, 0.78], [-0.82, 4.95, -1.45], [-1.14, -2.41, -2.40], [4.94, -0.32, -0.24], [0.19, -4.16, 1.85], [1.13, -0.12, 0.70], [-1.76, -1.74, 3.51], [0.06, 0.12, -0.44], [-7.12, 0.47, -3.61], [2.63, 0.90, -1.66], [5.43, 1.38, 2.10]]}

[6]
{"formula": "C4H6N2O3S", "method": "the ωB97M-V functional and the def2-TZVPD basis", "homo_ev": -9.137, "e_lumo_ev": 0.317, "homo_lumo_gap_ev": 9.4544, "species": ["O", "S", "O", "H", "O", "H", "H", "C", "C", "N", "H", "C", "C", "H", "H", "N"], "positions_angstrom": [[-1.509195, -2.725008, -0.544735], [-1.669313, -1.372934, -0.131477], [-1.009729, -1.322619, 2.214262], [0.265987, 1.187064, 2.622793], [-1.287766, -0.403402, -1.560673], [-0.338282, 1.916764, -2.578823], [1.374723, 1.418495, -2.558765], [-0.170162, 0.300357, -1.477580], [-0.062600, -0.647877, 1.797504], [0.558940, 0.229147, -0.444673], [0.012451, 0.468631, -3.597346], [0.793913, 0.283805, 2.638324], [0.273398, 1.001054, -2.733167], [0.938390, -0.143969, 3.751416], [1.752160, 0.422525, 2.147346], [0.077084, -0.612034, 0.455595]], "atomic_forces_ev_per_a": [[0.05, -0.52, -0.08], [2.23, 1.83, -0.21], [0.89, -0.02, 0.33], [-0.69, 1.55, 0.35], [-1.33, -0.89, 0.53], [0.19, -0.13, -1.18], [-2.30, -1.44, -0.80], [1.58, -0.66, -1.04], [-0.48, 0.94, 0.84], [1.71, 1.16, 0.27], [0.01, -0.55, -1.21], [0.89, -3.02, 1.78], [1.24, 3.05, 3.58], [-0.48, 1.08, -2.70], [0.14, 0.08, 0.12], [-3.66, -2.44, -0.59]]}

[7]
{"formula": "C4H6N2OS", "method": "the ωB97M-V functional and the def2-TZVPD basis", "homo_ev": -7.971, "e_lumo_ev": 0.624, "homo_lumo_gap_ev": 8.5941, "species": ["H", "O", "H", "C", "C", "H", "H", "N", "N", "C", "H", "S", "C", "H"], "positions_angstrom": [[2.226224, 0.648642, -0.909555], [1.185354, -1.419487, -0.318207], [-3.616321, -1.448745, 0.262344], [-2.230958, 0.311098, 0.392990], [2.560067, 0.788222, 0.084163], [-2.741609, 1.204234, 0.781849], [1.824340, 1.307819, 0.611398], [-1.530474, -1.749651, -0.086396], [-0.759505, 0.258985, 0.341898], [-0.489877, -0.935570, 0.080978], [3.656512, 0.907141, 0.156549], [2.400486, -0.952615, 0.547516], [-2.627142, -0.987619, 0.292351], [-1.495606, -2.783561, -0.062320]], "atomic_forces_ev_per_a": [[0.06, 0.71, -1.46], [-5.61, -0.22, -0.88], [0.39, 0.31, 0.15], [2.40, -0.87, 1.46], [1.18, -2.56, -0.26], [0.32, -0.67, -0.61], [-0.34, 1.49, 1.05], [-0.19, -2.11, 0.71], [-1.73, 1.81, -0.01], [4.53, -0.48, -0.86], [-0.79, 0.94, 0.09], [1.08, 0.29, 2.01], [-1.33, 0.14, -1.22], [0.02, 1.23, -0.16]]}

[8]
{"formula": "C4H6N2OS", "method": "the ωB97M-V functional and the def2-TZVPD basis", "homo_ev": -8.917, "e_lumo_ev": 0.074, "homo_lumo_gap_ev": 8.9910, "species": ["C", "H", "H", "H", "H", "C", "O", "S", "H", "H", "N", "N", "C", "C"], "positions_angstrom": [[2.356261, 0.627080, 0.473637], [3.381841, 0.607043, 0.065891], [-2.994182, 1.067300, 0.283721], [1.815839, 1.562897, 0.182776], [2.339524, 0.544881, 1.575078], [-0.681048, 0.835665, 0.321741], [-0.302012, 1.868621, -0.558809], [1.602965, -0.827315, -0.246725], [-0.393926, 1.128972, 1.310636], [-0.731481, 1.640106, -1.444165], [-2.316013, -0.843078, 0.077904], [-0.997119, -1.462784, -0.087941], [-2.167952, 0.399443, 0.282985], [-0.083434, -0.549202, 0.007368]], "atomic_forces_ev_per_a": [[-0.28, 0.89, 0.31], [-0.44, 0.26, 0.43], [-0.61, 0.46, 0.39], [0.72, -0.86, 0.04], [0.32, 0.05, -0.52], [-0.85, -1.11, -0.83], [-1.24, -0.56, -1.74], [-0.22, -0.60, -0.32], [0.13, 0.29, 0.72], [1.00, 0.60, 1.61], [0.66, 0.00, -0.17], [0.64, 0.59, 0.17], [1.61, -0.07, -0.36], [-1.44, 0.08, 0.27]]}

Repeat the seventh record exactly.
{"formula": "C4H6N2OS", "method": "the ωB97M-V functional and the def2-TZVPD basis", "homo_ev": -7.971, "e_lumo_ev": 0.624, "homo_lumo_gap_ev": 8.5941, "species": ["H", "O", "H", "C", "C", "H", "H", "N", "N", "C", "H", "S", "C", "H"], "positions_angstrom": [[2.226224, 0.648642, -0.909555], [1.185354, -1.419487, -0.318207], [-3.616321, -1.448745, 0.262344], [-2.230958, 0.311098, 0.392990], [2.560067, 0.788222, 0.084163], [-2.741609, 1.204234, 0.781849], [1.824340, 1.307819, 0.611398], [-1.530474, -1.749651, -0.086396], [-0.759505, 0.258985, 0.341898], [-0.489877, -0.935570, 0.080978], [3.656512, 0.907141, 0.156549], [2.400486, -0.952615, 0.547516], [-2.627142, -0.987619, 0.292351], [-1.495606, -2.783561, -0.062320]], "atomic_forces_ev_per_a": [[0.06, 0.71, -1.46], [-5.61, -0.22, -0.88], [0.39, 0.31, 0.15], [2.40, -0.87, 1.46], [1.18, -2.56, -0.26], [0.32, -0.67, -0.61], [-0.34, 1.49, 1.05], [-0.19, -2.11, 0.71], [-1.73, 1.81, -0.01], [4.53, -0.48, -0.86], [-0.79, 0.94, 0.09], [1.08, 0.29, 2.01], [-1.33, 0.14, -1.22], [0.02, 1.23, -0.16]]}

- Number 4 is which compound?
  C4H6N2O2S2